Record 1
Entry from the OMol25 dataset: an isolated molecule of C4H8ClN (ωB97M-V/def2-TZVPD).

Its SMILES is C=C(Cl)CCN. As for the molar mass: 105.6 g/mol. As for the multiplicity: 1. The energy relative to the best compared isomer or geometry (same formula, charge and spin) comes out at 0.215 eV. The orbital gap comes out at 10.3 eV. The calculation puts the HOMO energy at -9.28 eV. The net charge is 0.

Geometry as XYZ:
```
14
Properties=species:S:1:pos:R:3:forces:R:3:nbo_charge:R:1
C -0.800 0.306 1.435 -0.77 -0.96 0.48 -0.209
C -0.896 0.302 -0.077 -0.51 -0.03 -0.37 -0.463
C 0.140 -0.479 -0.793 -0.15 -1.89 -1.67 -0.006
C -0.061 -1.494 -1.666 1.53 1.49 1.02 -0.411
H -2.773 0.870 1.931 1.34 0.31 -0.27 0.354
H -1.672 1.571 2.885 0.45 -0.14 0.06 0.365
H 0.184 0.637 1.697 0.52 0.32 0.40 0.201
H -0.908 -0.759 1.837 0.07 1.20 -0.44 0.168
H -1.863 -0.142 -0.358 0.14 0.26 -0.07 0.213
H -0.876 1.344 -0.430 -0.04 -0.23 0.14 0.235
H -1.037 -1.762 -1.937 -1.23 -0.55 -0.22 0.201
H 0.801 -1.955 -2.166 -0.59 0.17 0.24 0.214
N -1.800 1.260 1.933 -1.37 -0.49 0.12 -0.845
Cl 1.791 -0.025 -0.611 0.62 0.54 0.57 -0.017
```
Positions in Å, forces in eV/Å.

=====

Record 2
Entry from the OMol25 dataset: an isolated molecule of C4H8ClN (ωB97M-V/def2-TZVPD).

Its SMILES is ClC[C@H]1CCN1. As for the molar mass: 105.6 g/mol. As for the multiplicity: 1. The energy relative to the best compared isomer or geometry (same formula, charge and spin) comes out at 2.354 eV. The orbital gap comes out at 9.8 eV. The calculation puts the HOMO energy at -8.85 eV. The net charge is 0.

Geometry as XYZ:
```
14
Properties=species:S:1:pos:R:3:forces:R:3:nbo_charge:R:1
C -1.443 -0.727 0.296 -1.79 -1.17 1.33 -0.346
C -0.340 -0.267 -0.523 0.55 0.16 -4.62 -0.097
C 0.221 1.145 -0.238 0.47 1.93 2.13 -0.399
C 1.573 0.353 0.340 0.95 3.40 -1.19 -0.208
H -1.834 -1.759 0.233 0.79 0.39 -0.55 0.226
H -1.103 -0.611 1.269 -0.36 0.52 2.57 0.195
H -0.957 -0.444 -1.532 2.62 0.74 0.72 0.180
H -0.277 1.650 0.729 0.71 -0.65 -2.60 0.209
H 0.323 1.852 -1.192 -0.08 -1.59 2.44 0.244
H 2.592 0.599 -0.024 -0.48 0.68 -0.16 0.173
H 1.755 0.378 1.415 -1.05 -0.51 0.48 0.165
H 1.351 -1.710 -0.292 -0.26 1.27 0.21 0.368
N 1.101 -0.702 -0.407 -3.00 -4.96 -1.16 -0.618
Cl -2.961 0.243 -0.074 0.94 -0.22 0.41 -0.092
```
Positions in Å, forces in eV/Å.

=====

Record 3
Entry from the OMol25 dataset: the ion C4H8ClN2O with charge +1 (ωB97M-V/def2-TZVPD).

Its SMILES is CN(C)C(=O)/[NH+]=C/Cl. As for the molar mass: 135.6 g/mol. As for the multiplicity: 1. The energy relative to the best compared isomer or geometry (same formula, charge and spin) comes out at 0.820 eV. The orbital gap comes out at 8.9 eV. The calculation puts the HOMO energy at -14.14 eV. The net charge is +1.

Geometry as XYZ:
```
16
Properties=species:S:1:pos:R:3:forces:R:3:nbo_charge:R:1
C 0.406 -0.156 0.754 -2.20 -0.64 -0.91 0.829
C -0.865 -1.933 1.985 1.91 0.66 -2.28 0.165
C 1.632 1.071 -0.871 -0.16 2.00 -2.55 -0.418
C -0.785 0.928 -1.330 2.05 -2.20 0.65 -0.404
N 0.394 0.581 -0.352 -3.23 0.74 -0.66 -0.413
N -0.921 -0.977 1.100 -0.69 0.63 -0.15 -0.536
O 1.231 -0.407 1.539 2.39 -0.04 1.23 -0.545
Cl -2.127 -2.816 2.456 -1.63 -0.65 0.62 0.251
H 0.115 -2.359 2.242 -0.19 0.91 0.29 0.276
H 1.705 0.622 -1.858 0.66 -0.57 -0.03 0.211
H 1.667 2.173 -1.208 -0.52 -1.31 1.39 0.229
H 2.436 0.847 -0.242 1.20 -0.36 0.80 0.247
H -0.704 1.914 -1.632 0.35 2.36 0.27 0.232
H -0.556 0.445 -2.284 -0.31 -0.73 0.35 0.226
H -1.790 0.772 -0.995 -0.26 -0.48 0.48 0.215
H -1.836 -0.704 0.698 0.62 -0.31 0.50 0.435
```
Positions in Å, forces in eV/Å.